(1)
{"formula": "C36H33ClF3NO8PS", "method": "ωB97M-V/def2-TZVPD", "species": ["C", "N", "C", "C", "C", "C", "S", "O", "O", "Cl", "C", "C", "C", "F", "F", "F", "P", "O", "O", "H", "H", "H", "H", "H", "H", "H", "H", "H", "H", "H", "H", "H", "H", "H", "H", "H", "C", "C", "C", "C", "C", "C", "C", "O", "C", "C", "C", "C", "C", "C", "C", "O", "H", "H", "H", "H", "H", "H", "H", "H", "C", "C", "C", "C", "C", "C", "C", "O", "C", "C", "C", "C", "C", "C", "C", "O", "H", "H", "H", "H", "H", "H", "H", "H"], "xyz": [[-0.35234, 0.47706, 5.09546], [-1.75097, 0.29284, 4.58370], [-1.73505, -0.93723, 3.70399], [-2.96496, -1.17470, 2.81641], [-2.90358, -0.58324, 1.39180], [-1.62221, -0.97492, 0.61924], [-0.57879, 0.40313, 0.21609], [0.00116, 0.88038, 1.44788], [0.27923, 0.07779, -0.87495], [-1.87824, 1.80167, -0.47306], [-2.14854, 1.50924, 3.78908], [-1.78425, 2.84632, 4.43924], [-2.70303, 3.92424, 3.90906], [-2.46932, 5.08116, 4.49749], [-2.52616, 4.08909, 2.59592], [-3.99013, 3.63117, 4.09364], [-2.80409, 0.08267, 6.18431], [-4.01084, 1.08084, 5.86593], [-3.39439, -1.38277, 5.90980], [0.00571, -0.49553, 5.44653], [0.28192, 0.79768, 4.26720], [-0.33609, 1.15546, 5.94630], [-0.81851, -0.86476, 3.11329], [-1.60201, -1.78126, 4.38306], [-3.88194, -0.82952, 3.30577], [-3.06901, -2.26174, 2.72297], [-2.99596, 0.50056, 1.44094], [-3.76861, -0.92888, 0.82154], [-0.97939, -1.67666, 1.15519], [-1.87286, -1.43910, -0.34004], [-3.21263, 1.45791, 3.56384], [-1.61428, 1.42441, 2.84340], [-1.87920, 2.83223, 5.52696], [-0.77297, 3.14863, 4.15404], [-4.56460, 0.94825, 5.08215], [-4.21251, -1.45502, 5.39571], [0.56929, -3.14604, -6.03947], [0.01465, -2.25742, -5.12528], [-0.65194, -2.73521, -4.01018], [-0.77453, -4.10481, -3.80610], [-0.22869, -4.99603, -4.73313], [0.44799, -4.51177, -5.84476], [-0.36915, -6.47004, -4.55924], [0.11013, -7.24517, -5.35620], [-1.12529, -6.95931, -3.36933], [-1.31282, -8.32579, -3.20794], [-2.00250, -8.80391, -2.10660], [-2.50263, -7.91896, -1.15773], [-2.32095, -6.55577, -1.31586], [-1.63750, -6.06863, -2.42379], [-1.47680, -4.59811, -2.59091], [-1.90848, -3.82087, -1.75849], [1.09601, -2.77080, -6.90674], [0.10597, -1.19099, -5.28287], [-1.07981, -2.05121, -3.29073], [0.87305, -5.21276, -6.54977], [-0.91648, -9.00357, -3.95135], [-2.15157, -9.86856, -1.98526], [-3.03783, -8.29617, -0.29625], [-2.71012, -5.85822, -0.58725], [0.89260, 4.12650, 0.56842], [1.24367, 5.40887, 0.97857], [2.38046, 6.01533, 0.47300], [3.18025, 5.33562, -0.43686], [2.83721, 4.04418, -0.83727], [1.68418, 3.44668, -0.34376], [3.69623, 3.27797, -1.78877], [3.38740, 2.15960, -2.14072], [4.94056, 3.93206, -2.28108], [5.78342, 3.22416, -3.12906], [6.93885, 3.81789, -3.60792], [7.25493, 5.12352, -3.24782], [6.42102, 5.83296, -2.40035], [5.26531, 5.23893, -1.90879], [4.39677, 6.01275, -0.97805], [4.66354, 7.15188, -0.66382], [0.00131, 3.65614, 0.96410], [0.62892, 5.93598, 1.69751], [2.66144, 7.01345, 0.77986], [1.42701, 2.44873, -0.67214], [5.52529, 2.21115, -3.40535], [7.59615, 3.26422, -4.26519], [8.15563, 5.58659, -3.62834], [6.65734, 6.84758, -2.11082]], "charge": 1, "orbital_gap_ev": 8.13, "homo_energy_ev": -11.166, "lumo_ev": -3.03}

***

(2)
{"formula": "C25H41Cl3O2P2V", "method": "ωB97M-V/def2-TZVPD", "species": ["V", "C", "C", "C", "C", "C", "C", "H", "H", "H", "C", "H", "H", "H", "C", "H", "H", "H", "C", "H", "H", "H", "C", "H", "H", "H", "C", "C", "C", "C", "C", "C", "C", "C", "H", "H", "H", "H", "H", "H", "H", "H", "H", "H", "H", "H", "P", "C", "C", "P", "C", "C", "C", "H", "H", "H", "H", "H", "H", "H", "H", "H", "H", "H", "H", "H", "H", "Cl", "C", "Cl", "Cl", "C", "O", "O"], "xyz": [[-0.28042, 1.63222, -0.39360], [0.95760, 3.31946, -0.03542], [1.23960, 2.73800, -1.32516], [-0.96700, 3.47113, -1.32192], [-0.40080, 3.77073, -0.04675], [0.04246, 2.85070, -2.12142], [1.90249, 3.47581, 1.10737], [2.71248, 2.74478, 1.06950], [1.36638, 3.36673, 2.05728], [2.35308, 4.47890, 1.10463], [-1.07209, 4.55001, 1.02714], [-0.32392, 4.96415, 1.71320], [-1.77421, 3.92285, 1.59658], [-1.64252, 5.37575, 0.58073], [-2.31495, 3.89278, -1.79274], [-2.27728, 4.93400, -2.14316], [-3.05019, 3.83458, -0.98492], [-2.65314, 3.26657, -2.62013], [-0.11924, 2.44444, -3.54674], [0.00799, 3.31702, -4.20444], [-1.13053, 2.05332, -3.71970], [0.61426, 1.68669, -3.83601], [2.54463, 2.20257, -1.80335], [3.08483, 2.94126, -2.41777], [2.39007, 1.31895, -2.43153], [3.19582, 1.93864, -0.96606], [0.81211, -3.21882, 2.26485], [2.10792, -2.86799, 2.15041], [3.14547, -3.68495, 1.43759], [2.63911, -4.37576, 0.14883], [1.62926, -3.61485, -0.65822], [0.30280, -3.86113, -0.59702], [-0.35575, -4.67249, 0.48252], [0.28092, -4.57279, 1.89252], [3.52864, -4.47352, 2.11134], [2.24667, -5.37578, 0.40307], [4.01224, -3.05252, 1.19166], [1.05797, -5.34782, 2.00998], [0.11327, -2.59563, 2.82940], [2.50977, -2.06519, 2.77327], [-0.50864, -4.81599, 2.62554], [-1.41272, -4.37928, 0.56381], [-0.37791, -3.57565, -1.40387], [-0.35412, -5.73605, 0.18645], [3.51529, -4.53516, -0.50558], [2.07509, -2.95333, -1.40881], [0.31225, 0.09351, 1.40163], [-0.24640, 0.04455, 3.10060], [2.10484, 0.01134, 1.14108], [-0.75878, -0.59707, -1.44359], [-0.48470, -1.17857, 0.32335], [0.54975, -1.17865, -2.55165], [-2.32503, -1.22833, -2.07082], [-1.12007, 0.71577, 3.16952], [0.54652, 0.42009, 3.76128], [-0.54778, -0.95939, 3.42696], [2.43037, -1.03091, 1.13393], [2.60814, 0.54136, 1.96510], [2.43219, 0.45376, 0.19023], [-2.39187, -2.31580, -1.94812], [-2.40712, -0.96967, -3.13306], [-3.13269, -0.73042, -1.52277], [-1.43612, -1.52844, 0.75137], [0.21730, -2.00928, 0.32811], [0.29644, -0.84127, -3.56414], [0.62665, -2.26734, -2.54941], [1.51673, -0.73983, -2.27666], [-5.51059, 2.63648, -0.16032], [-4.90686, 1.51112, 1.09737], [-5.44864, 2.03987, 2.69700], [-5.50896, -0.13742, 0.76165], [-3.29433, 1.51592, 1.02168], [-2.64205, 1.94837, 1.99290], [-2.85198, 1.06294, -0.08657]], "charge": 1, "spin_multiplicity": 3, "orbital_gap_ev": [7.65, 8.34], "s_squared": 2.028, "homo_energy_ev": [-11.627, -11.712], "lumo_ev": [-3.98, -3.38]}

***

| no. | E (eV) |
| --- | --- |
| 1 | -96532.85459 |
| 2 | -112511.10684 |